{
  "formula": "C6H12O",
  "method": "wB97M-V/def2-TZVPD",
  "lumo_energy_ha": 0.0208,
  "homo_ev": -8.01,
  "smiles": "C=C/C(C)=C/C.O",
  "spin_multiplicity": 1,
  "gap_ev": 8.58,
  "elements": ["O", "C", "C", "C", "C", "C", "C", "H", "H", "H", "H", "H", "H", "H", "H", "H", "H", "H", "H"],
  "coordinates": [[-5.4564, -3.3765, -2.8635], [1.2190, -1.9269, 0.1538], [0.8876, 0.8592, -0.3445], [1.3219, 0.5136, 1.0195], [0.1650, 2.2035, -0.5910], [1.4408, 1.4574, 2.1758], [1.5462, -0.9583, 1.0671], [0.6455, 2.1095, 2.4045], [2.3156, 1.9597, 2.2280], [0.8082, 0.1969, -1.2763], [1.3938, 0.8454, 3.0662], [1.7786, -2.9233, -0.0094], [0.3739, -1.7322, -0.5643], [-5.7318, -2.4433, -3.0801], [0.2930, 2.5712, -1.6038], [-0.9743, 2.0843, -0.5611], [0.3780, 2.9967, 0.1663], [2.2606, -1.1444, 2.0188], [-4.6654, -3.2925, -3.4060]],
  "forces_ev_per_a": [[0.0, 2.3, -0.9], [0.1, 0.1, 0.2], [-0.4, 1.1, 3.3], [-2.8, -0.7, -6.8], [-0.9, -0.3, 0.6], [-2.0, -3.0, 0.5], [2.6, -0.5, 2.1], [-1.2, 1.0, -0.7], [2.9, 1.7, -0.2], [0.6, 0.6, 2.0], [0.4, -0.5, 0.4], [-1.2, 1.7, 0.9], [1.2, -0.2, 0.7], [-0.5, -1.3, 0.9], [0.5, 0.3, -0.1], [1.3, -0.3, 0.2], [0.1, -0.6, -0.7], [-1.3, -0.4, -2.4], [0.6, -1.0, 0.1]],
  "lowdin_charge": [-0.082, -0.037, -0.075, -0.264, -0.130, -0.064, -0.193, 0.065, 0.046, 0.107, 0.076, 0.077, 0.054, 0.059, 0.047, 0.091, 0.068, 0.132, 0.023]
}



{
  "formula": "C5H9NO",
  "method": "wB97M-V/def2-TZVPD",
  "lumo_energy_ha": -0.0091,
  "homo_ev": -8.76,
  "spin_multiplicity": 1,
  "gap_ev": 8.51,
  "elements": ["O", "N", "C", "C", "C", "C", "C", "H", "H", "H", "H", "H", "H", "H", "H", "H"],
  "coordinates": [[1.2974, -0.1629, -0.7700], [0.2506, -0.9551, -2.6824], [-1.1252, 0.5703, 1.0166], [0.3416, 0.5231, 1.4045], [1.1259, -0.5069, 0.6067], [-0.9662, 0.5388, -1.4892], [0.2129, -0.3093, -1.5839], [2.1429, -0.5974, 0.9946], [1.2133, -1.2011, -2.9219], [-1.6127, -0.4067, 1.0793], [0.8022, 1.5064, 1.2553], [-1.6978, 1.2960, 1.6030], [0.4386, 0.2775, 2.4698], [-1.2040, 0.9988, -0.0394], [-1.8675, -0.0767, -1.6218], [0.6480, -1.4949, 0.6789]],
  "forces_ev_per_a": [[0.0, 0.0, -0.1], [0.1, 0.1, 0.3], [0.0, -0.2, 0.1], [0.0, 0.0, 0.0], [0.0, -0.1, 0.2], [0.0, -0.2, 0.1], [-0.1, 0.0, -0.3], [-0.1, 0.0, 0.0], [-0.1, 0.0, 0.0], [0.1, 0.2, 0.0], [-0.1, -0.1, 0.0], [0.1, -0.1, -0.2], [0.0, 0.0, -0.1], [0.0, 0.1, -0.1], [0.1, 0.1, 0.1], [0.1, 0.1, 0.0]],
  "lowdin_charge": [-0.049, 0.158, -0.090, -0.213, -0.194, 0.164, -0.591, 0.125, 0.071, 0.095, 0.123, 0.095, 0.117, 0.008, 0.050, 0.132]
}



{
  "formula": "C15H17BN5O6",
  "method": "wB97M-V/def2-TZVPD",
  "lumo_energy_ha": 0.1035,
  "homo_ev": -4.51,
  "total_charge": -1,
  "spin_multiplicity": 1,
  "gap_ev": 7.33,
  "elements": ["O", "O", "O", "O", "O", "O", "N", "N", "N", "N", "N", "C", "C", "C", "C", "C", "C", "C", "C", "C", "C", "C", "C", "C", "C", "C", "B", "H", "H", "H", "H", "H", "H", "H", "H", "H", "H", "H", "H", "H", "H", "H", "H", "H"],
  "coordinates": [[-0.6020, -2.4402, 1.2671], [-0.3977, -1.2203, -1.0484], [2.1042, -1.6052, 0.3825], [3.8916, -1.0680, -0.6537], [-1.3899, 0.1424, 0.6702], [-2.8510, -0.9655, -0.8368], [0.6138, 4.3454, 0.8911], [2.7301, -0.7280, -0.3369], [1.6261, 4.4540, 0.0137], [0.3690, 3.0777, 1.1638], [1.2502, 2.3149, 0.4444], [-0.4015, -0.2011, -2.1347], [2.9414, 1.3451, -1.4142], [0.6007, -1.8812, 3.0612], [-1.2954, 0.9607, -1.5996], [-0.2121, -3.0026, 3.4030], [-0.9401, -3.3210, 2.2755], [-1.9783, -4.3611, 2.0793], [-1.0770, 2.2815, -2.3004], [1.9482, 3.1871, -0.3810], [-2.8107, 0.4416, -1.2750], [2.0931, 0.4620, -0.6585], [0.8915, 0.9252, 0.2384], [0.3710, -1.5762, 1.7535], [2.7249, 2.7202, -1.4687], [-0.7210, 1.0939, -0.0939], [-1.5957, -0.8429, -0.3740], [-0.1776, -3.5016, 4.3539], [3.1724, 3.4593, -2.1399], [-3.2189, 1.0929, -0.4694], [-0.9942, 2.1345, 0.1113], [-3.4896, 0.2898, -2.1166], [-1.6190, 2.2884, -3.2573], [-2.0847, -5.0262, 2.9421], [0.0167, 2.3734, -2.4016], [-3.0244, -4.0374, 1.9924], [3.7731, 0.9365, -1.9938], [0.8723, 0.4721, 1.2271], [-1.9019, -5.1134, 1.2853], [-0.8662, -0.5960, -3.0611], [0.6463, 0.1393, -2.2865], [1.4034, -1.4004, 3.5797], [1.0262, -1.1824, 0.8487], [-1.4175, 3.1329, -1.6824]],
  "forces_ev_per_a": [[-0.4, -0.7, 0.9], [-1.4, 1.1, -1.4], [3.2, 1.0, -2.9], [-0.7, 1.4, -0.6], [-0.8, -0.8, -0.6], [0.1, 0.0, -0.1], [0.7, -2.3, 0.6], [0.3, -1.9, 0.7], [-0.1, -1.4, -1.2], [1.3, 1.8, 0.2], [-0.2, 3.3, -0.5], [-1.1, -0.3, 0.0], [-0.7, 1.6, -0.7], [0.1, 0.2, -1.2], [1.0, -1.3, 1.9], [-0.4, -0.1, -1.0], [0.6, 0.4, 1.0], [-1.3, -1.2, 0.2], [-0.5, -0.1, 0.0], [-2.0, 0.9, 1.8], [-0.5, 0.7, -1.0], [1.3, -0.6, 0.9], [0.0, 1.8, -1.2], [-1.8, -0.8, 0.9], [0.7, -1.3, 0.4], [0.7, -0.3, -1.7], [2.8, -0.7, 2.5], [-0.3, -0.3, 0.1], [0.1, -0.6, 0.4], [0.1, -0.4, -0.7], [0.0, -0.7, 0.9], [0.3, 1.2, -0.4], [0.5, 0.2, 0.0], [0.6, 0.3, 0.4], [-0.4, 0.2, -0.4], [0.2, 0.7, -0.2], [-0.6, -0.3, 0.1], [0.1, -0.1, -0.3], [0.7, 0.5, -0.4], [0.5, -0.2, 0.3], [-0.9, -0.3, -0.1], [0.1, 0.0, 0.6], [-2.0, -0.3, 2.2], [0.0, -0.4, -0.3]],
  "lowdin_charge": [0.005, 0.082, -0.017, -0.008, 0.086, 0.161, -0.063, -0.295, 0.018, 0.007, -0.040, -0.049, -0.023, -0.075, -0.325, -0.046, -0.305, -0.049, -0.009, -0.317, -0.013, -0.122, -0.043, -0.151, -0.056, -0.180, -0.845, 0.091, 0.098, 0.149, 0.119, 0.136, 0.089, 0.070, 0.086, 0.072, 0.112, 0.135, 0.072, 0.138, 0.122, 0.089, -0.003, 0.097]
}



{
  "formula": "C31H28FN2O5PdS2",
  "method": "wB97M-V/def2-TZVPD",
  "lumo_energy_ha": 0.0814,
  "homo_ev": -3.66,
  "total_charge": -1,
  "spin_multiplicity": 1,
  "gap_ev": 5.88,
  "elements": ["Pd", "S", "S", "F", "O", "O", "O", "O", "O", "N", "N", "C", "C", "C", "C", "C", "C", "C", "C", "C", "C", "C", "C", "C", "C", "C", "C", "C", "C", "C", "C", "C", "C", "C", "C", "C", "C", "C", "C", "C", "C", "C", "H", "H", "H", "H", "H", "H", "H", "H", "H", "H", "H", "H", "H", "H", "H", "H", "H", "H", "H", "H", "H", "H", "H", "H", "H", "H", "H", "H"],
  "coordinates": [[-0.2322, 1.8820, -1.5633], [1.7176, 1.7778, -2.8164], [-2.3700, 2.2703, -2.4034], [-3.6169, -4.4352, -0.2053], [2.4134, 3.0559, -3.1319], [1.1295, 1.7380, 0.1598], [2.5260, 0.8752, 1.6783], [-0.1070, -1.0142, -0.8585], [0.2302, 5.1105, -2.5128], [-2.5884, 1.0866, 0.0304], [-0.6744, -1.2597, 3.1959], [-1.9808, 3.4087, 0.1411], [-2.5259, -3.1266, 4.3492], [-0.2400, -1.0386, 0.3628], [1.5450, 0.8666, -4.3476], [2.3280, 0.2938, -6.5281], [-1.2157, -1.9831, 0.9692], [0.4320, 0.0583, -4.4994], [-1.4093, -2.0823, 2.3528], [-0.5958, 0.0584, 5.3043], [-0.8372, -1.3031, 4.6623], [-2.0969, 2.2074, -0.6932], [3.6856, -1.4028, -1.2616], [4.8183, -0.8032, -0.7256], [4.0679, 1.3398, -1.5123], [0.4837, -0.2416, 1.3222], [0.2812, -0.6588, -5.6806], [-2.8769, -3.6562, 0.6192], [-2.7786, 1.0664, 1.3773], [-1.9657, -2.7842, 0.0998], [-2.3423, -3.0083, 2.8628], [2.7409, -0.6384, -1.9275], [-2.2367, -1.7908, 5.0078], [-2.1862, 3.3799, 1.4693], [5.0071, 0.5628, -0.8495], [-3.0755, -3.7801, 1.9887], [2.9512, 0.7274, -2.0495], [-2.5936, 2.1640, 2.1361], [1.4920, 0.8711, 1.0061], [0.2504, -0.4264, 2.6416], [1.2255, -0.5403, -6.6894], [2.4933, 1.0025, -5.3501], [3.3329, 1.6695, -5.1978], [0.8488, 0.1493, 3.3307], [1.0412, 4.5770, -2.5517], [-0.3021, 0.0129, -3.7000], [-2.6961, 0.2391, -0.5030], [4.1775, 2.4113, -1.6031], [-1.8409, -3.8825, 4.7484], [-0.5827, -1.2971, -5.8153], [5.8710, 1.0354, -0.4007], [-3.5379, -3.4669, 4.5746], [-0.1128, -2.0221, 5.0660], [-2.3154, -1.8665, 6.0935], [-2.7677, 2.1293, 3.2016], [5.5428, -1.4020, -0.1879], [-3.0993, 0.1147, 1.7827], [-0.9132, 0.0130, 6.3469], [-2.0396, 4.2832, 2.0488], [3.0556, 0.3900, -7.3243], [-1.1791, 0.8260, 4.7928], [1.8410, -1.0928, -2.3167], [-3.8081, -4.4869, 2.3582], [-1.7982, -2.6863, -0.9648], [-2.9628, -1.0411, 4.6766], [-1.6640, 4.3120, -0.3619], [-0.4403, 4.4528, -2.7538], [3.5283, -2.4688, -1.1514], [0.4492, 0.3592, 5.2936], [1.0992, -1.0915, -7.6132]],
  "forces_ev_per_a": [[-0.4, 0.0, 0.3], [0.2, 0.0, -0.1], [0.1, 0.1, -0.1], [0.0, 0.0, 0.0], [0.0, 0.0, 0.0], [0.2, -0.1, 0.1], [0.1, 0.0, 0.1], [0.1, 0.1, 0.0], [0.0, -0.2, -0.1], [0.0, 0.0, 0.0], [0.0, 0.0, 0.0], [0.0, 0.0, 0.0], [0.0, 0.0, 0.0], [-0.1, 0.0, 0.0], [0.0, 0.0, 0.0], [0.0, 0.0, 0.0], [0.0, 0.0, 0.0], [0.0, 0.0, 0.0], [0.0, 0.0, 0.0], [0.0, 0.0, 0.0], [0.0, 0.0, 0.0], [0.1, -0.1, 0.1], [0.0, 0.0, 0.0], [0.0, 0.0, 0.0], [0.0, 0.0, 0.0], [0.0, 0.1, 0.0], [0.0, 0.0, 0.0], [0.0, 0.0, 0.0], [0.0, 0.0, 0.0], [0.0, 0.0, 0.0], [0.0, 0.0, 0.0], [0.1, 0.0, 0.0], [0.0, 0.0, 0.0], [0.0, 0.0, 0.0], [0.0, 0.0, 0.0], [0.0, 0.0, 0.0], [0.0, 0.0, 0.0], [0.0, 0.0, 0.0], [-0.2, 0.1, -0.2], [0.0, 0.0, 0.0], [0.0, 0.0, 0.0], [0.0, 0.0, 0.0], [0.0, 0.0, 0.0], [0.0, 0.0, 0.0], [0.0, 0.1, 0.0], [0.0, 0.0, 0.0], [0.0, 0.0, 0.0], [0.0, 0.0, 0.0], [0.0, 0.0, 0.0], [0.0, 0.0, 0.0], [0.0, 0.0, 0.0], [0.0, 0.0, 0.0], [0.0, 0.0, 0.0], [0.0, 0.0, 0.0], [0.0, 0.0, 0.0], [0.0, 0.0, 0.0], [0.0, 0.0, 0.0], [0.0, 0.0, 0.0], [0.0, 0.0, 0.0], [0.0, 0.0, 0.0], [0.0, 0.0, 0.0], [0.0, 0.0, 0.0], [0.0, 0.0, 0.0], [0.0, 0.0, 0.0], [0.0, 0.0, 0.0], [0.0, 0.0, 0.0], [-0.1, 0.1, 0.1], [0.0, 0.0, 0.0], [0.0, 0.0, 0.0], [0.0, 0.0, 0.0]],
  "lowdin_charge": [0.406, 0.902, 0.529, 0.045, -0.473, -0.113, 0.006, 0.006, -0.109, 0.016, 0.022, -0.124, -0.136, -0.338, -0.355, -0.085, -0.062, -0.084, -0.102, -0.044, -0.310, -0.885, -0.073, -0.092, -0.062, -0.021, -0.076, -0.266, -0.142, 0.060, -0.147, -0.075, -0.155, -0.096, -0.078, 0.036, -0.345, -0.113, -0.632, 0.013, -0.096, -0.062, 0.114, 0.127, -0.015, 0.082, 0.112, 0.110, 0.126, 0.102, 0.101, 0.116, 0.153, 0.118, 0.075, 0.096, 0.112, 0.082, 0.095, 0.098, 0.084, 0.097, 0.125, 0.132, 0.131, 0.092, -0.030, 0.101, 0.078, 0.095]
}



{
  "formula": "C10H6NO2S",
  "method": "wB97M-V/def2-TZVPD",
  "lumo_energy_ha": [0.0805, 0.0515],
  "s2": 2.068,
  "homo_ev": [-4.61, -4.60],
  "total_charge": -1,
  "spin_multiplicity": 3,
  "gap_ev": [6.80, 6.00],
  "elements": ["S", "O", "O", "N", "C", "C", "C", "C", "C", "C", "C", "C", "C", "C", "H", "H", "H", "H", "H", "H"],
  "coordinates": [[2.2232, 0.7380, -1.0580], [4.7336, -0.1162, 0.5088], [4.0334, -2.2387, 0.8058], [-0.4527, 4.0876, 0.6938], [-1.5469, 1.9043, 0.2852], [0.2350, -0.7304, -0.4577], [-2.4719, 0.8161, 0.3456], [-0.9867, 3.0335, 0.5168], [2.5270, -0.7127, -0.0663], [-2.1965, -0.2883, -0.7370], [3.9420, -1.0522, 0.4765], [0.5848, 0.4590, -1.2247], [-1.0540, -1.1102, -0.2858], [1.3833, -1.3837, 0.1373], [-1.9614, 0.2191, -1.6721], [-3.0983, -0.8933, -0.8538], [1.3197, -2.2921, 0.7104], [-2.4370, 0.3454, 1.3399], [-1.2791, -1.9694, 0.3336], [-3.4974, 1.1843, 0.2017]],
  "forces_ev_per_a": [[-1.0, -0.6, 0.2], [0.7, 0.9, -0.1], [0.4, -0.7, 0.4], [0.0, 0.0, 0.0], [0.1, -0.6, -0.3], [-0.2, -0.4, 0.0], [-0.7, -0.9, -0.3], [0.5, 1.1, 0.2], [0.4, -0.4, 0.3], [-0.3, 0.4, 0.1], [-1.3, -0.5, -0.3], [-0.1, 1.1, -0.5], [0.8, 0.4, -0.1], [0.5, 0.2, 0.0], [0.0, -0.1, 0.0], [0.0, 0.0, 0.0], [0.2, -0.2, 0.1], [0.0, 0.1, -0.1], [0.1, -0.2, 0.1], [0.1, 0.1, 0.1]],
  "lowdin_charge": [1.012, -0.054, -0.051, 0.141, 0.030, -0.385, -0.203, -0.290, -0.379, -0.201, -0.789, -0.365, -0.046, -0.096, 0.102, 0.104, 0.114, 0.124, 0.115, 0.116]
}



{
  "formula": "C19H19BrN2O2S",
  "method": "wB97M-V/def2-TZVPD",
  "lumo_energy_ha": 0.0229,
  "homo_ev": -8.06,
  "smiles": "O=C(CCC(=O)N1CCSc2ccccc21)NCc1cccc(Br)c1",
  "spin_multiplicity": 1,
  "gap_ev": 8.68,
  "elements": ["Br", "S", "O", "O", "N", "N", "C", "C", "C", "C", "C", "C", "C", "C", "C", "C", "C", "C", "C", "C", "C", "C", "C", "C", "C", "H", "H", "H", "H", "H", "H", "H", "H", "H", "H", "H", "H", "H", "H", "H", "H", "H", "H", "H"],
  "coordinates": [[-3.1862, 1.4746, -1.7878], [-0.5650, -2.8832, 2.2273], [3.4590, 1.6132, 1.7755], [2.6620, -1.7049, -1.4121], [2.7165, 1.6345, -0.3518], [1.5308, -1.2954, 0.5032], [4.0105, -1.2826, 0.4852], [4.5283, 0.1375, 0.2005], [-1.2352, -1.2970, -1.9716], [-0.7399, -2.2084, 0.6020], [1.7626, 2.7101, -0.1517], [1.4679, -1.1053, 1.9379], [3.5240, 1.1935, 0.6374], [0.3805, 2.2132, 0.1912], [0.0648, 1.9030, 1.5088], [-2.2322, -1.9587, -1.2734], [-1.1926, 1.4235, 1.8356], [-1.9838, -2.4019, 0.0081], [1.1550, -2.4243, 2.6231], [0.2649, -1.5312, -0.0935], [2.6754, -1.4663, -0.2202], [-1.8448, 1.6047, -0.4466], [-0.0097, -1.0699, -1.3772], [-2.1593, 1.2683, 0.8574], [-0.5854, 2.0608, -0.7933], [0.6602, -0.3960, 2.1428], [2.3883, -0.6675, 2.3184], [0.8152, 2.0437, 2.2726], [-3.1439, 0.9039, 1.1052], [1.2070, -2.3413, 3.7074], [-3.1978, -2.1242, -1.7252], [-0.3669, 2.3132, -1.8203], [2.7262, 1.1700, -1.2461], [5.4518, 0.2989, 0.7583], [1.8202, -3.2191, 2.2825], [2.1466, 3.3087, 0.6793], [4.7010, -1.9963, 0.0316], [0.7588, -0.5472, -1.9203], [-1.4312, 1.1786, 2.8601], [-1.4159, -0.9463, -2.9757], [-2.7437, -2.9227, 0.5710], [1.7344, 3.3192, -1.0586], [4.7333, 0.2352, -0.8662], [3.9763, -1.4722, 1.5546]],
  "forces_ev_per_a": [[0.1, 0.1, 0.1], [0.2, 0.0, 0.1], [0.0, 0.1, 0.5], [0.2, 0.0, -0.3], [-0.1, 0.2, -0.4], [-0.3, 0.0, 0.1], [0.0, 0.0, -0.1], [0.0, -0.1, 0.2], [0.1, 0.0, 0.0], [0.3, 0.0, 0.2], [0.0, 0.0, 0.2], [0.2, 0.0, 0.5], [0.4, -0.2, -0.4], [0.0, 0.1, 0.0], [0.0, 0.1, 0.0], [0.0, -0.1, 0.0], [0.1, 0.1, 0.0], [0.0, 0.0, 0.0], [-0.4, -0.1, -0.2], [-0.4, -0.1, -0.3], [0.3, -0.2, 0.3], [-0.2, 0.0, -0.1], [-0.1, 0.0, -0.1], [-0.1, 0.0, -0.1], [-0.1, 0.1, 0.1], [0.2, -0.1, 0.0], [-0.1, 0.0, -0.1], [0.1, 0.0, 0.1], [-0.1, 0.0, 0.0], [0.0, 0.0, 0.0], [-0.1, 0.0, 0.0], [0.0, 0.0, -0.1], [0.1, 0.0, 0.1], [-0.1, 0.1, -0.1], [0.1, 0.1, 0.1], [-0.1, 0.0, -0.2], [-0.1, 0.0, 0.1], [0.0, 0.0, 0.0], [0.0, 0.0, 0.1], [0.0, 0.1, -0.1], [-0.1, -0.1, 0.0], [0.0, 0.0, 0.1], [0.0, 0.0, 0.0], [0.0, 0.0, 0.0]],
  "lowdin_charge": [0.767, 0.961, 0.059, 0.070, 0.090, 0.018, -0.079, -0.079, -0.117, -0.460, -0.114, -0.209, -0.509, -0.199, -0.050, -0.106, -0.072, -0.121, -0.413, -0.191, -0.449, -0.665, -0.022, -0.119, -0.094, 0.098, 0.110, 0.116, 0.105, 0.078, 0.104, 0.112, 0.141, 0.126, 0.082, 0.129, 0.128, 0.109, 0.113, 0.098, 0.099, 0.127, 0.120, 0.108]
}